ORCA calculation (ωB97M-V/def2-TZVPD) on 5 unconnected molecules or ions with the total composition C36H84BN4.

Total charge: +3
HOMO energy in eV: -16.51
E_tot in Ha: -1664.97297
Kohn-Sham gap in Ha: 0.385

XYZ file:
```
125
Properties=species:S:1:pos:R:3:forces:R:3:lowdin_charge:R:1
B 0.7018 -0.0456 -0.2746 0.040 0.385 0.146 -0.419
H 0.4944 0.4735 -1.2861 -0.325 0.403 -1.356 -0.041
H 0.5232 -1.1922 -0.2664 -0.284 -1.529 -0.115 -0.026
H 1.8078 0.2032 -0.0301 1.355 0.196 0.462 -0.049
H 0.0278 0.4562 0.5300 -0.918 0.684 1.106 -0.039
C 0.6997 -3.3029 -2.3436 -0.144 -1.148 -0.602 -0.073
C 0.2265 -2.1008 -3.1410 -0.700 0.748 -0.400 -0.201
C -1.1792 -1.6415 -2.7598 -1.583 -0.331 -0.476 -0.130
N -1.8259 -0.5407 -3.6271 -0.785 0.574 1.430 -0.245
C -1.0903 0.7552 -3.3524 1.057 0.119 -2.114 -0.122
C -1.4555 1.8286 -4.4065 -0.605 -0.667 0.947 -0.143
C -1.4302 1.3344 -5.8575 0.663 0.530 0.365 -0.173
C -2.3419 0.1380 -6.0371 0.011 0.119 -0.511 -0.150
C -1.9736 -0.9851 -5.0918 1.673 0.399 0.990 -0.075
C -3.2428 -0.3676 -3.0943 1.246 -0.512 0.339 0.035
H 0.2227 -3.4522 -1.3757 0.176 0.464 0.162 0.061
H 1.7827 -3.3393 -2.2541 0.013 0.308 0.265 0.063
H 0.4807 -4.2254 -2.8902 -0.178 0.077 -0.048 0.091
H 0.1962 -2.3057 -4.2114 0.325 -0.440 0.091 0.106
H 0.9158 -1.2623 -3.0444 -0.062 0.047 0.338 0.102
H -1.2881 -1.3772 -1.7091 0.528 0.726 -0.086 0.084
H -2.0138 -2.3477 -2.8648 0.880 -1.066 -0.157 0.127
H -0.0213 0.5746 -3.4556 -0.046 -0.386 0.192 0.116
H -1.2777 1.0019 -2.3125 -0.142 0.157 -0.068 0.108
H -0.8228 2.7089 -4.3126 -0.016 -0.021 0.321 0.118
H -2.4665 2.0658 -4.0625 -0.140 0.809 -0.817 0.107
H -0.4148 1.1169 -6.2086 0.145 -0.427 0.539 0.128
H -1.6246 2.1916 -6.5042 -0.805 -0.189 -0.025 0.128
H -2.1928 -0.2575 -7.0434 -0.250 -0.079 -0.006 0.136
H -3.3817 0.4589 -5.9627 -0.086 -0.228 0.102 0.127
H -0.9483 -1.3150 -5.2544 -0.169 -0.033 -0.835 0.119
H -2.6106 -1.8658 -5.0924 -0.200 0.130 -0.024 0.144
H -3.7131 -1.3312 -3.2722 -0.609 0.361 -0.292 0.110
H -3.6825 0.5117 -3.5462 -0.376 -0.295 -0.173 0.105
H -3.1743 -0.2435 -2.0142 0.024 0.223 -0.021 0.089
C 2.5438 0.2581 3.7451 -0.080 1.337 -0.340 -0.082
C 3.2020 -1.0964 3.5521 0.152 0.188 0.023 -0.191
C 2.8941 -1.6947 2.1662 -0.842 -0.267 0.387 -0.131
N 4.0136 -1.6680 1.1498 -0.063 -1.279 0.730 -0.229
C 3.5055 -2.3334 -0.1541 1.820 0.784 -0.231 -0.084
C 4.6233 -2.1920 -1.2038 -1.394 -0.496 -0.966 -0.168
C 4.8981 -0.7231 -1.4269 1.030 -0.432 -0.628 -0.184
C 5.5628 -0.2159 -0.1547 -1.037 0.897 -0.744 -0.137
C 4.5262 -0.2486 0.9702 0.446 -0.358 -0.415 -0.099
C 5.0932 -2.5749 1.6982 -0.353 0.273 1.027 0.032
H 1.4539 0.1874 3.7802 0.009 -0.242 -0.450 0.060
H 2.8360 0.9411 2.9385 -0.318 -0.127 -0.189 0.054
H 2.7439 0.8706 4.6278 0.615 -0.735 0.353 0.091
H 2.8298 -1.7214 4.3637 0.189 -0.457 -0.274 0.123
H 4.2884 -1.0750 3.6318 -0.082 0.323 0.535 0.097
H 2.0209 -1.2058 1.7314 0.186 0.110 -0.257 0.094
H 2.6427 -2.7492 2.2788 0.024 -0.034 -0.121 0.129
H 2.6478 -1.7790 -0.5222 -0.240 -0.061 0.387 0.082
H 3.3030 -3.3867 0.0256 -0.225 0.119 0.477 0.141
H 4.2255 -2.6796 -2.1012 -0.082 0.192 -0.078 0.119
H 5.5329 -2.7653 -1.0302 0.021 0.151 0.404 0.117
H 4.0108 -0.1550 -1.7183 -0.249 -0.083 0.486 0.115
H 5.5566 -0.5743 -2.2866 0.219 -0.200 0.151 0.127
H 5.8867 0.7963 -0.4044 0.063 0.152 0.750 0.127
H 6.4460 -0.8024 0.0905 0.029 0.012 0.039 0.125
H 3.6131 0.3150 0.7835 0.243 0.254 -0.305 0.091
H 4.9929 0.0969 1.8919 -0.263 -0.300 0.235 0.135
H 5.8033 -2.9025 0.9534 0.083 0.256 0.022 0.101
H 4.6300 -3.4323 2.1857 -0.189 -0.167 -0.510 0.118
H 5.5338 -2.0554 2.5465 0.581 0.088 -0.412 0.105
C -6.8747 -2.7620 1.7651 0.101 0.566 0.501 -0.068
C -5.5216 -2.4132 1.1320 -0.185 -0.021 -0.641 -0.230
C -4.3764 -2.5436 2.1149 0.066 -0.566 -0.064 -0.115
N -2.9871 -2.4608 1.5101 0.630 0.205 -0.427 -0.248
C -2.6820 -1.0609 0.9535 0.793 -1.000 1.302 -0.090
C -2.3591 -0.0741 2.0682 -0.183 0.716 -0.045 -0.168
C -1.2842 -0.5602 3.0467 0.059 0.727 -1.130 -0.192
C -1.7799 -1.8179 3.6818 -0.061 -0.924 0.138 -0.147
C -1.9639 -2.8464 2.5613 0.182 0.106 0.372 -0.095
C -2.7977 -3.4095 0.3439 -1.765 0.822 -0.019 0.029
H -6.7933 -3.6429 2.4019 -0.071 -0.168 -0.214 0.085
H -7.6485 -2.9062 1.0157 0.125 -0.170 -0.084 0.087
H -7.2377 -1.9612 2.4121 0.120 0.052 0.013 0.086
H -5.5329 -1.4195 0.6767 -0.188 0.103 0.193 0.110
H -5.3868 -3.0924 0.2864 0.154 -0.134 0.136 0.106
H -4.4268 -3.5296 2.5806 0.036 0.005 0.065 0.143
H -4.4161 -1.8048 2.9121 -0.047 0.072 -0.082 0.134
H -3.5108 -0.7509 0.3237 -0.001 -0.079 -0.005 0.119
H -1.7789 -1.2853 0.3849 0.055 0.643 -0.237 0.090
H -3.2574 0.2326 2.6091 -0.110 -0.033 -0.092 0.121
H -1.9738 0.8038 1.5459 -0.118 0.084 0.032 0.085
H -0.9681 0.2077 3.7533 -0.436 0.069 0.100 0.117
H -0.4244 -0.6844 2.3767 0.265 -0.534 0.396 0.087
H -2.6926 -1.6444 4.2555 -0.054 0.024 -0.088 0.125
H -1.0817 -2.2489 4.4026 0.098 -0.007 -0.118 0.133
H -2.2280 -3.8484 2.8955 -0.158 0.063 0.124 0.144
H -0.9870 -2.9187 2.0805 -0.156 -0.039 -0.369 0.134
H -1.7717 -3.4848 0.0002 0.169 -0.187 0.607 0.096
H -3.3569 -2.9379 -0.4661 0.014 -0.232 -0.134 0.090
H -3.3292 -4.3263 0.5855 0.551 -0.335 -0.039 0.124
C -2.5112 3.4041 3.3001 0.914 0.022 -0.697 -0.060
C -1.0841 3.8001 2.8427 -0.453 -0.621 -0.513 -0.201
C -0.9592 3.8470 1.3146 0.302 0.171 0.114 -0.115
N 0.4651 4.0997 0.8110 -0.299 0.237 -1.064 -0.243
C 1.5439 3.2033 1.4055 -0.490 -0.784 0.272 -0.094
C 2.9302 3.3439 0.7571 -0.654 1.078 -0.697 -0.132
C 2.8684 3.1044 -0.7661 0.503 0.016 0.388 -0.171
C 1.7609 3.9866 -1.3284 -0.057 -1.019 -0.120 -0.149
C 0.3921 3.8082 -0.6781 1.120 0.800 -0.228 -0.113
C 0.7647 5.5611 1.0299 -0.616 -0.007 -0.437 0.043
H -2.7996 2.5263 2.7223 -0.226 0.046 -0.034 0.042
H -3.2227 4.2022 3.1090 -0.153 -0.036 0.344 0.088
H -2.4538 3.0762 4.3346 -0.338 0.401 0.144 0.087
H -0.4481 2.9874 3.1987 0.254 0.193 0.040 0.096
H -0.7542 4.7401 3.2791 -0.068 -0.052 0.200 0.111
H -1.5233 4.6352 0.8118 -0.119 0.279 0.479 0.143
H -1.3321 2.9546 0.8112 0.343 -0.398 0.401 0.113
H 1.1837 2.1823 1.2508 -0.115 -0.003 -0.109 0.100
H 1.4928 3.3698 2.4800 0.484 0.243 -0.028 0.128
H 3.6962 2.7568 1.2571 -0.237 -0.178 0.189 0.110
H 3.2277 4.3917 0.8451 0.324 -0.083 0.348 0.110
H 2.8105 2.0451 -1.0215 -0.626 -0.005 0.081 0.087
H 3.8123 3.4197 -1.2163 0.041 0.144 0.125 0.123
H 1.5986 3.7729 -2.3864 0.179 0.233 -0.073 0.126
H 2.0541 5.0298 -1.2132 0.031 0.051 -0.289 0.120
H -0.0468 2.8205 -0.7964 0.175 -0.088 -0.048 0.110
H -0.1719 4.5919 -1.1853 -0.781 -0.222 0.528 0.138
H 1.7961 5.7854 0.7900 0.103 -0.036 0.648 0.099
H 0.3918 5.8211 2.0149 0.734 0.101 0.195 0.103
H 0.1799 6.1687 0.3364 -0.166 -0.314 -0.104 0.120
```
Positions in Å, forces in eV/Å.